Below is C21H15CuOPS4 as an isolated structure in a non-equilibrium geometry, with properties calculated with ωB97M-V/def2-TZVPD.

Structure (XYZ):
```
43
Properties=species:S:1:pos:R:3:forces:R:3
Cu -1.512 -0.707 1.261 0.34 0.10 -0.10
O -7.686 -2.532 2.700 0.10 -0.15 0.53
C -6.522 -2.229 2.554 -0.27 0.28 -1.07
S -5.905 -0.588 2.725 0.10 -0.01 0.26
C -4.268 -0.873 2.136 -0.08 -0.02 0.02
C -3.997 -2.126 1.716 -0.10 -0.11 0.01
S -2.481 -2.730 1.080 0.08 0.11 0.03
S -5.319 -3.288 1.819 0.11 -0.07 0.24
S -3.179 0.496 2.135 -0.02 0.01 0.06
C 3.848 -2.971 0.128 0.00 0.02 0.01
C 2.604 -3.275 -0.409 -0.04 0.00 0.01
C 1.579 -2.344 -0.366 0.02 -0.03 0.02
C 1.787 -1.077 0.182 -0.02 0.00 -0.10
C 3.030 -0.791 0.742 -0.07 0.03 0.00
C 4.052 -1.733 0.715 0.00 -0.01 -0.01
P 0.331 0.044 0.268 -0.35 -0.23 0.02
C 1.037 1.668 0.698 -0.07 0.04 -0.02
C 2.070 2.293 -0.005 0.03 -0.06 0.11
C 2.520 3.546 0.378 0.02 -0.02 -0.03
C 1.938 4.193 1.463 -0.03 0.01 0.02
C 0.904 3.587 2.158 0.02 -0.01 0.00
C 0.454 2.329 1.776 0.03 0.01 -0.01
C -0.227 0.237 -1.480 0.18 0.11 -0.02
C -0.951 -0.812 -2.050 -0.03 -0.03 0.04
C -1.448 -0.711 -3.339 0.01 0.00 -0.03
C -1.257 0.451 -4.075 -0.01 -0.03 0.00
C -0.573 1.512 -3.505 0.03 0.02 0.02
C -0.061 1.408 -2.218 -0.02 -0.09 -0.06
H 4.645 -3.704 0.108 0.00 0.01 -0.01
H 2.420 -4.250 -0.842 0.00 0.00 0.00
H 0.596 -2.619 -0.728 0.06 0.01 -0.03
H 3.204 0.159 1.226 -0.01 0.09 -0.03
H 5.008 -1.495 1.165 0.00 0.01 -0.01
H 2.513 1.799 -0.860 0.07 -0.04 0.03
H 3.321 4.024 -0.172 0.00 -0.01 0.00
H 2.291 5.173 1.759 0.00 0.00 0.00
H 0.442 4.090 2.998 0.00 0.00 -0.01
H -0.363 1.849 2.303 -0.03 0.00 0.02
H -1.181 -1.694 -1.465 -0.03 0.02 0.03
H -2.012 -1.535 -3.756 0.00 0.00 0.00
H -1.660 0.535 -5.076 0.00 0.00 0.00
H -0.442 2.435 -4.057 0.00 0.00 0.00
H 0.452 2.256 -1.793 -0.01 0.03 0.01
```
Forces are in eV/Å.

Calculated values
Energy above the lowest of the compared OMol25 structures with the same formula, charge and spin (kcal/mol): 0.0
Frontier orbital gap (eV): 5.85
2S+1: 1
Total charge: -1
Energy (eV): -121341.46485

Below is a 2-piece molecular cluster, C21H15F3NO5S3 overall in a non-equilibrium geometry, with properties calculated with ωB97M-V/def2-TZVPD.

Structure (XYZ):
```
48
Properties=species:S:1:pos:R:3:forces:R:3
C 4.163 -1.322 -2.376 -0.29 -0.03 0.00
C 3.766 -1.112 -1.054 -0.14 0.31 0.17
C 2.596 -0.403 -0.772 0.42 -0.61 -0.20
C 1.796 0.031 -1.812 0.14 0.30 0.11
S 0.292 0.892 -1.343 0.12 -1.66 0.87
C -0.669 -0.200 -0.465 0.69 1.19 -0.78
C -1.997 -0.342 -0.892 -1.23 -0.45 -1.44
C -2.576 -1.648 -0.971 -0.34 0.47 -0.17
C -3.788 -1.854 -1.630 -0.28 0.42 0.71
C -4.509 -0.752 -2.118 0.24 0.21 -0.34
C -3.942 0.538 -2.069 -0.54 -0.45 0.17
C -2.720 0.766 -1.466 -0.04 -0.83 0.62
O 0.760 1.925 -0.440 0.50 1.04 -0.08
O -0.276 1.203 -2.635 -0.35 0.81 -0.16
C 2.193 -0.130 -3.141 -0.04 -0.18 0.25
C 3.367 -0.836 -3.416 -0.06 0.18 0.17
H 5.077 -1.869 -2.611 -0.21 0.11 0.14
H 4.360 -1.471 -0.220 0.09 -0.04 -0.16
H 2.267 -0.205 0.246 0.22 -0.13 -0.08
H -0.299 -0.724 0.382 0.66 -0.30 0.28
H -1.999 -2.487 -0.560 -0.25 0.33 -0.28
H -4.219 -2.861 -1.711 0.22 0.39 0.05
H -5.503 -0.882 -2.553 0.34 -0.04 0.01
H -4.496 1.388 -2.475 0.08 -0.26 0.07
H -2.340 1.792 -1.390 -0.03 -0.63 -0.05
H 1.584 0.308 -3.928 0.05 -0.23 0.16
H 3.668 -1.004 -4.447 -0.02 0.09 0.12
F 1.016 -2.310 8.617 -0.47 -0.49 -1.40
C 0.689 -2.891 7.409 0.21 -0.68 -0.01
F 1.817 -3.356 6.847 -0.72 0.25 0.35
F -0.111 -3.953 7.684 0.67 0.76 -0.24
S -0.158 -1.522 6.497 -0.32 0.72 -0.28
N -0.452 -1.688 4.802 0.43 -0.77 1.68
C 0.345 -0.876 3.935 1.69 0.16 -0.71
O 1.571 -0.842 3.948 -2.69 0.11 0.21
C -0.620 -0.083 3.094 -0.35 0.59 -0.28
C -1.937 -0.516 3.170 -1.14 0.25 0.78
C -3.046 0.254 2.794 0.50 -0.40 -0.33
C -2.806 1.532 2.288 0.38 -0.05 -0.01
C -1.483 1.969 2.117 -0.10 -0.02 0.27
C -0.402 1.151 2.458 0.31 -0.55 0.07
S -2.093 -1.956 4.212 0.64 -0.54 0.18
O -2.012 -3.197 3.464 -0.56 1.35 0.87
O -3.031 -1.772 5.310 1.12 -0.28 -1.45
H -4.056 -0.145 2.881 0.27 0.14 0.10
H -3.653 2.182 2.037 0.45 -0.29 0.05
H -1.273 2.993 1.789 -0.11 -0.59 -0.20
H 0.622 1.434 2.230 -0.18 0.29 0.20
```
Forces are in eV/Å.

Calculated values
Energy above the lowest of the compared OMol25 structures with the same formula, charge and spin (kcal/mol): 23.5
Frontier orbital gap (eV): 4.78
2S+1: 1
Total charge: -1
Energy (eV): -74404.70674

Below is C21H15HfN10O9Se as an isolated structure in a non-equilibrium geometry, with properties calculated with ωB97M-V/def2-TZVPD.

Structure (XYZ):
```
57
Properties=species:S:1:pos:R:3:forces:R:3
Hf 0.552 0.639 0.224 -0.45 -0.51 -0.08
O -2.396 -1.332 5.291 0.03 0.01 -0.01
C -1.665 -1.020 4.215 -0.04 -0.01 0.13
C -1.770 -1.714 3.004 -0.22 -0.15 0.13
C -0.965 -1.308 1.976 0.40 0.09 -0.07
N -0.133 -0.276 2.109 -0.54 -0.24 0.36
C -0.021 0.388 3.259 0.10 0.01 -0.26
C -0.756 0.036 4.356 -0.09 -0.06 0.23
C 1.045 1.468 3.165 0.00 -0.14 -0.20
O 1.573 1.901 4.162 -0.06 0.14 -0.03
O 1.356 1.723 1.924 0.06 0.14 0.58
C -0.827 -1.942 0.597 0.29 0.03 0.11
O -1.575 -2.796 0.208 -0.04 -0.10 -0.04
O 0.204 -1.417 -0.043 -0.53 -0.72 -0.03
H -2.986 -2.072 5.109 -0.04 -0.04 0.00
H -2.445 -2.552 2.870 0.03 0.03 0.01
H -0.644 0.554 5.299 -0.01 -0.01 -0.03
Se -2.857 0.953 -7.001 -0.29 0.06 -0.60
N -1.175 0.781 -6.477 -0.07 0.01 0.06
C -1.211 0.679 -5.177 0.13 -0.08 0.35
C -0.020 0.485 -4.352 -0.19 0.01 -0.14
C 1.240 0.303 -4.912 0.02 0.01 -0.18
C 2.302 0.044 -4.084 0.10 -0.03 -0.09
C 2.088 0.021 -2.714 -0.10 -0.04 0.13
N 0.902 0.233 -2.153 -0.13 0.21 -0.24
C -0.156 0.434 -2.969 0.03 -0.12 0.28
C -1.485 0.514 -2.344 0.16 -0.08 0.15
N -1.541 0.438 -1.000 0.08 0.10 -0.13
C -2.734 0.404 -0.415 0.11 -0.01 0.06
C -3.927 0.464 -1.116 -0.12 0.00 0.03
C -3.878 0.591 -2.482 -0.15 -0.01 -0.13
C -2.638 0.613 -3.115 -0.02 0.02 -0.22
C -2.511 0.726 -4.565 0.23 -0.04 0.36
N -3.530 0.865 -5.365 0.06 0.03 -0.07
H 1.349 0.349 -5.989 0.01 -0.01 0.02
H 3.296 -0.131 -4.472 -0.03 0.00 0.01
H 2.912 -0.175 -2.048 0.02 0.03 0.04
H -2.741 0.350 0.663 0.01 0.02 0.06
H -4.866 0.427 -0.583 0.01 -0.01 -0.01
H -4.776 0.664 -3.084 0.05 0.00 0.04
N 1.883 -2.886 1.983 0.14 -0.05 0.21
N 2.803 -2.115 2.731 -0.12 -0.08 -0.07
C 3.178 -0.886 2.425 0.08 0.00 -0.07
N 3.904 -0.185 3.287 -0.03 -0.09 0.00
N 2.731 -0.441 1.214 0.44 0.39 -0.24
N 3.255 0.694 0.742 0.13 -0.15 -0.39
O 2.573 1.123 -0.264 1.37 0.06 0.57
O 4.234 1.259 1.137 -0.25 -0.09 -0.29
H 2.364 -3.739 1.718 0.02 -0.03 -0.13
H 1.656 -2.374 1.134 -0.09 0.07 -0.08
H 2.984 -2.464 3.655 -0.08 -0.03 0.18
H 4.056 -0.518 4.223 -0.01 0.00 0.04
H 4.161 0.760 3.063 0.03 0.11 0.05
O 0.250 2.569 -0.624 -0.43 0.83 0.08
C -0.613 2.909 0.252 -0.03 -0.04 -0.08
O -1.044 2.043 1.055 0.02 0.48 -0.30
H -0.966 3.941 0.297 -0.02 0.08 -0.02
```
Forces are in eV/Å.

Calculated values
Energy above the lowest of the compared OMol25 structures with the same formula, charge and spin (kcal/mol): 4.9
Frontier orbital gap (eV): 8.09
2S+1: 1
Total charge: +1
Energy (eV): -122001.32618